Here is one molecule with the formula C4H4 at a distorted geometry from the OMol25 dataset. Energies are from ωB97M-V/def2-TZVPD.

```
8
Properties=species:S:1:pos:R:3
C -0.98003 0.06252 -0.84916
C -0.14014 0.98963 -0.31710
C 0.95902 0.11832 0.35215
C -0.41983 -0.49869 0.39439
H -1.74219 -0.19683 -1.46360
H 1.57889 -0.19864 -0.57939
H 1.68630 0.46637 1.06082
H -0.94202 -0.74268 1.40189
```

Results
F_max in eV/A: 6.110
Kohn-Sham gap in eV: 8.96